Record 1
78
Properties=species:S:1:pos:R:3 method="wB97M-V/def2-TZVPD" gap_ha="0.1862 / 0.1788" de_lowest_kcal_mol=84.83 e_lumo_ha="0.136 / 0.144" e_tot_ha=-4789.2516 total_charge=-2 multiplicity=1
K 0.01 -0.57 1.21
O -2.13 -1.38 -2.00
C -1.88 -2.28 -1.17
O -1.24 -2.18 -0.10
C -2.45 -3.67 -1.48
C -3.10 -3.91 -2.69
C -3.63 -5.16 -3.00
C -3.50 -6.14 -2.05
O -3.91 -7.46 -2.12
C -3.66 -7.99 -0.82
O -2.85 -7.08 -0.11
C -2.86 -5.91 -0.85
C -2.32 -4.69 -0.53
H -3.17 -3.08 -3.37
H -4.13 -5.34 -3.95
H -3.14 -8.94 -0.92
H -4.62 -8.12 -0.29
H -1.81 -4.49 0.40
Ge 2.83 0.19 -0.59
C 4.39 -1.05 -0.22
C 4.28 -2.42 -0.48
C 5.29 -3.32 -0.16
C 6.46 -2.87 0.45
C 6.59 -1.52 0.73
C 5.57 -0.64 0.40
C 3.82 1.58 -1.68
C 4.63 2.53 -1.04
C 5.30 3.53 -1.74
C 5.14 3.65 -3.11
C 4.31 2.75 -3.77
C 3.67 1.73 -3.06
H 2.30 -0.64 -1.85
H 3.39 -2.80 -0.97
H 5.16 -4.37 -0.38
H 7.25 -3.57 0.71
H 7.49 -1.14 1.20
H 5.71 0.41 0.64
H 4.73 2.51 0.04
H 5.92 4.23 -1.19
H 5.64 4.43 -3.66
H 4.16 2.83 -4.84
H 3.04 1.04 -3.60
N -0.32 0.31 3.69
C -1.25 0.14 4.59
C -2.64 -0.02 4.24
C -3.61 -0.20 5.21
C -3.31 -0.24 6.57
C -1.97 -0.08 6.93
C -0.97 0.11 6.01
H -2.93 0.00 3.20
H -4.64 -0.32 4.87
H -4.09 -0.39 7.31
H -1.70 -0.10 7.99
H 0.05 0.23 6.33
C -5.73 2.33 -0.45
C -5.10 1.32 -1.17
C -3.72 1.31 -1.30
C -2.94 2.31 -0.72
C -3.59 3.31 0.02
C -4.97 3.33 0.15
Si -1.09 2.16 -0.87
C 0.01 3.64 -0.69
C 1.19 3.60 -1.44
C 2.16 4.59 -1.33
C 1.96 5.65 -0.47
C 0.80 5.71 0.29
C -0.16 4.72 0.19
H -6.81 2.34 -0.34
H -5.68 0.53 -1.61
H -3.24 0.48 -1.82
H -3.01 4.09 0.51
H -5.44 4.11 0.72
H -0.69 1.40 -2.07
H 1.38 2.76 -2.10
H 3.07 4.50 -1.91
H 2.71 6.42 -0.37
H 0.64 6.54 0.99
H -1.04 4.77 0.83

=====

Record 2
74
Properties=species:S:1:pos:R:3 method="wB97M-V/def2-TZVPD" gap_ha=0.2558 e_lumo_ha=-0.103 e_tot_ha=-2190.9702 total_charge=+1 multiplicity=1
Y 0.59 -0.72 0.51
C -0.11 5.14 4.67
C 0.37 5.06 3.37
C 0.48 3.83 2.74
C 0.13 2.67 3.42
C -0.35 2.75 4.73
C -0.47 3.98 5.35
P 0.33 1.09 2.61
C -0.70 -0.13 3.48
C -2.08 -0.11 3.27
C -2.89 -1.07 3.85
C -2.33 -2.07 4.63
C -0.96 -2.11 4.83
C -0.14 -1.15 4.25
C 2.03 0.46 2.83
C 2.86 0.93 3.85
C 4.13 0.41 3.98
C 4.58 -0.56 3.08
C 3.75 -1.00 2.06
C 2.45 -0.51 1.90
H -0.20 6.10 5.16
H 0.64 5.97 2.84
H 0.84 3.78 1.72
H -0.63 1.85 5.26
H -0.84 4.04 6.36
H -2.52 0.67 2.66
H -3.96 -1.03 3.70
H -2.96 -2.83 5.08
H -0.52 -2.89 5.44
H 0.93 -1.19 4.41
H 2.51 1.70 4.54
H 4.78 0.77 4.77
H 5.58 -0.95 3.19
H 4.14 -1.73 1.37
C -0.49 0.81 -6.27
C -1.36 0.53 -5.23
C -0.87 0.01 -4.04
C 0.49 -0.25 -3.87
C 1.35 0.04 -4.93
C 0.87 0.56 -6.12
Si 1.10 -0.99 -2.26
C 2.97 -0.78 -2.08
C 3.42 0.36 -1.41
C 4.77 0.61 -1.21
C 5.70 -0.30 -1.66
C 5.28 -1.45 -2.32
C 3.94 -1.69 -2.53
C 0.80 -2.88 -2.28
C -0.17 -3.48 -3.10
C -0.40 -4.85 -3.07
C 0.32 -5.66 -2.20
C 1.27 -5.10 -1.36
C 1.50 -3.73 -1.42
H -0.86 1.22 -7.20
H -2.42 0.73 -5.34
H -1.57 -0.17 -3.23
H 2.42 -0.15 -4.82
H 1.56 0.78 -6.92
H 2.69 1.10 -1.07
H 5.08 1.51 -0.69
H 6.76 -0.13 -1.49
H 6.02 -2.16 -2.68
H 3.63 -2.59 -3.04
H -0.73 -2.87 -3.80
H -1.13 -5.28 -3.74
H 0.15 -6.73 -2.20
H 1.84 -5.72 -0.70
H 2.30 -3.32 -0.79
C -1.92 -4.88 0.18
C -1.25 -3.65 0.53
N -0.77 -2.66 0.84
H -2.82 -4.98 0.79
H -1.24 -5.71 0.37
H -2.17 -4.87 -0.88

=====

Record 3
90
Properties=species:S:1:pos:R:3 method="wB97M-V/def2-TZVPD" s_squared=0.75 gap_ha="0.2246 / 0.2461" de_lowest_kcal_mol=52.97 e_lumo_ha="0.149 / 0.149" e_tot_ha=-5410.2126 total_charge=-2 multiplicity=2
Y -0.68 -0.67 1.00
O -0.14 -2.80 0.89
C -0.06 -4.04 0.54
C -0.01 -5.05 1.54
C 0.03 -6.38 1.21
C 0.01 -6.80 -0.13
C -0.04 -5.83 -1.11
C -0.04 -4.47 -0.81
C -0.10 -3.51 -1.92
N 0.48 -2.38 -1.91
C 0.22 -1.46 -2.99
C -0.38 -0.18 -2.41
N -1.42 -0.53 -1.43
C -2.58 -0.73 -1.94
C -3.77 -1.21 -1.29
C -4.90 -1.45 -2.09
C -6.06 -1.97 -1.57
C -6.11 -2.26 -0.20
C -5.03 -2.03 0.62
C -3.82 -1.49 0.11
O -2.83 -1.24 0.88
H -0.02 -4.72 2.57
H 0.07 -7.12 2.00
H 0.03 -7.85 -0.38
H -0.07 -6.13 -2.16
H -0.69 -3.83 -2.80
H -0.46 -1.89 -3.74
H 1.16 -1.21 -3.48
H -0.80 0.43 -3.22
H 0.39 0.39 -1.90
H -2.70 -0.55 -3.02
H -4.83 -1.22 -3.15
H -6.92 -2.14 -2.20
H -7.02 -2.67 0.23
H -5.06 -2.25 1.68
C 0.17 6.45 -2.52
C -0.09 5.51 -1.37
C 0.40 4.21 -1.40
C 0.16 3.34 -0.35
C -0.57 3.78 0.74
C -1.08 5.07 0.79
C -0.83 5.93 -0.27
S -0.91 2.64 2.07
O 0.33 1.98 2.42
O -1.63 3.39 3.07
N -1.82 1.49 1.37
C -3.12 1.82 1.16
C -3.51 2.81 -0.79
O -4.52 3.40 -0.55
O -2.65 2.44 -1.51
H 0.84 6.00 -3.25
H 0.62 7.38 -2.18
H -0.76 6.70 -3.04
H 0.99 3.87 -2.24
H 0.53 2.32 -0.36
H -1.66 5.38 1.65
H -1.22 6.94 -0.25
H -3.56 2.64 1.73
H -3.77 1.00 0.88
F 0.50 -1.04 3.10
As -0.49 -1.46 4.53
F 0.61 -0.58 5.53
F 0.44 -2.90 4.74
F -1.49 -1.85 5.89
F -1.56 -2.29 3.45
F -1.40 -0.01 4.22
N 1.26 0.22 0.19
C 2.51 0.29 0.21
C 3.22 1.54 -0.28
C 4.07 1.50 -1.39
C 4.64 2.67 -1.88
C 4.38 3.89 -1.25
C 3.55 3.92 -0.14
C 2.97 2.76 0.34
C 3.45 -0.79 0.71
C 4.70 -0.48 1.23
C 5.53 -1.47 1.74
C 5.11 -2.79 1.72
C 3.87 -3.12 1.19
C 3.04 -2.12 0.69
H 4.28 0.55 -1.86
H 5.28 2.63 -2.75
H 4.82 4.80 -1.64
H 3.34 4.87 0.35
H 2.29 2.78 1.19
H 5.03 0.56 1.25
H 6.49 -1.21 2.16
H 5.75 -3.57 2.12
H 3.53 -4.15 1.17
H 2.08 -2.35 0.27